2 unconnected molecules or ions with the total composition C50H62BN2O in a non-equilibrium geometry, computed with ωB97M-V/def2-TZVPD.

```
116
Properties=species:S:1:pos:R:3:forces:R:3
C -0.972472 0.347967 -5.635662 0.1058 -0.4767 -0.2264
C -1.284954 1.851369 -5.675107 0.0695 -0.3478 -0.0050
C -0.701198 2.403318 -6.987136 0.1735 0.0949 0.0091
C -2.812104 2.015652 -5.797531 -0.2397 0.3432 0.0307
C -0.753815 2.676072 -4.462925 0.4113 -0.4814 0.0292
C 0.192225 3.659101 -4.701738 -0.0444 0.5596 -0.3276
C 0.460464 4.697834 -3.818540 0.2486 -0.2202 0.1152
C -0.282183 4.782682 -2.666121 -0.1135 0.4729 -0.5176
C -1.148181 3.751076 -2.294947 0.2497 -0.4435 -0.0410
C -2.015370 4.054128 -1.078401 0.3001 -0.1547 0.3198
C -2.914568 2.927153 -0.598376 -0.1749 -0.2638 0.3217
C -2.888765 5.262249 -1.435587 0.0478 0.1611 -0.1833
C -1.079755 4.461502 0.050086 0.0252 0.2171 0.6811
C -1.175333 2.590584 -3.100638 0.8595 0.8002 0.0261
N -1.367071 1.287643 -2.501615 -0.4768 -2.1162 0.5685
C -0.534228 0.534559 -1.645372 -3.0225 -1.2452 -0.5214
B 0.624117 0.983591 -0.733143 0.3416 2.9265 -0.6786
H 1.621560 0.126544 0.373126 0.2886 -2.3025 0.0860
N -1.202275 -0.647334 -1.358015 -0.3105 1.6180 -2.2632
C -0.615016 -1.723838 -0.583501 0.1892 -0.1075 0.1760
C -1.133793 -2.028217 0.689141 -0.2379 -0.1442 0.8061
C -2.545427 -1.631726 1.259700 0.1962 0.4070 -0.1331
C -2.705354 -1.951777 2.750458 0.0578 -0.1382 0.2107
C -3.666583 -2.308010 0.466025 -0.0138 -0.5070 -0.2878
C -2.784550 -0.134887 1.112235 -0.1744 0.5983 -0.0887
C -0.297100 -2.797307 1.501219 -0.3766 -0.3250 0.2023
C 0.975589 -3.194387 1.131454 0.2728 0.4079 -0.1583
C 1.435720 -2.901512 -0.139367 -0.3012 -0.8091 0.4480
C 0.565999 -2.349083 -1.055305 0.1052 0.5177 -0.7820
C 1.035418 -2.463551 -2.518459 0.2051 0.6257 0.0070
C 2.195609 -1.483121 -2.702531 0.1557 0.2585 -0.3871
C -0.059141 -2.121098 -3.508840 0.1397 0.5476 -0.4637
C 1.502011 -3.877168 -2.884688 0.0354 -0.2036 0.1220
C -2.368704 -0.658640 -2.132363 0.3197 -0.4727 0.5271
C -2.480652 0.495716 -2.799157 0.1137 -0.1070 0.8277
H -1.605732 -0.216863 -4.940693 0.1896 0.2573 -0.1166
H -1.188676 -0.076970 -6.638082 0.2471 0.1995 0.5043
H 0.080599 0.139375 -5.379527 -0.3626 0.1487 -0.1921
H -0.919209 3.472192 -7.101815 0.0639 -0.2175 -0.0026
H 0.383106 2.264835 -7.009542 -0.0870 -0.0160 -0.1783
H -1.123500 1.879939 -7.855254 0.0181 0.0411 0.3349
H -3.064762 3.065210 -6.034800 0.0193 -0.4550 0.1049
H -3.199259 1.365268 -6.605326 0.2273 0.3468 0.3444
H -3.330295 1.746491 -4.871427 0.0434 0.1905 -0.3891
H 0.744182 3.654552 -5.625361 -0.1891 0.0811 -0.2195
H 1.211936 5.448303 -4.065180 -0.2152 -0.2169 0.0733
H -0.201629 5.686093 -2.067694 -0.0546 -0.2915 -0.0899
H -2.343262 2.031055 -0.305270 -0.2655 0.5021 -0.0399
H -3.450647 3.297006 0.299613 0.1454 -0.3432 -0.5020
H -3.655985 2.636075 -1.359229 0.1621 0.0833 0.2389
H -2.258613 6.106684 -1.735395 -0.2518 -0.0792 0.0957
H -3.538116 5.020258 -2.277575 -0.1400 0.0569 0.0290
H -3.496873 5.570746 -0.576383 0.0935 -0.1219 -0.1628
H -0.574406 5.398382 -0.196634 0.0073 -0.1871 0.2534
H -1.639584 4.621813 0.981844 0.1126 -0.0332 -0.1803
H -0.325221 3.691533 0.223741 -0.0025 0.1299 0.0925
H 1.600544 1.460221 -1.305635 -0.3001 -0.6134 0.7832
H 0.040704 1.680889 0.098044 0.9852 -0.8939 0.2610
H -1.953032 -1.426614 3.345182 0.0075 -0.1517 -0.0654
H -3.680454 -1.604503 3.125349 0.1993 -0.1114 -0.3694
H -2.642755 -3.023001 2.961649 -0.0190 0.0907 -0.0058
H -3.629002 -1.969064 -0.571546 -0.1422 -0.3324 0.3303
H -3.582396 -3.405115 0.484345 -0.0718 0.2992 -0.0018
H -4.660318 -2.017391 0.836517 0.3420 -0.1039 0.1330
H -2.843697 0.126177 0.050543 -0.0861 0.1448 0.5210
H -3.762119 0.126299 1.563209 0.5224 -0.0513 -0.1370
H -1.991313 0.461019 1.592414 -0.2776 -0.1407 -0.1263
H -0.643258 -3.072190 2.487659 0.0514 0.0378 -0.0457
H 1.618637 -3.713674 1.828583 -0.0617 0.0192 0.0989
H 2.436301 -3.169596 -0.467365 -0.2251 -0.2153 0.1552
H 3.087023 -1.777006 -2.127004 -0.3520 0.0611 -0.2813
H 2.458867 -1.413923 -3.772244 0.0665 -0.0523 0.3821
H 1.874615 -0.484672 -2.373942 0.2924 -0.1855 -0.1744
H -0.909440 -2.807208 -3.392885 0.1406 0.2028 -0.3045
H -0.383632 -1.089807 -3.368262 0.0009 -0.3713 -0.2832
H 0.366505 -2.132482 -4.531163 -0.4032 -0.4153 0.4285
H 0.695769 -4.589694 -2.724971 -0.0847 -0.1365 0.0113
H 1.754563 -3.898576 -3.952935 0.0010 0.0356 0.2459
H 2.371064 -4.231590 -2.325084 -0.0726 0.1480 -0.0345
H -3.042788 -1.490386 -2.142126 0.1077 -0.1051 -0.1113
H -3.350314 0.787200 -3.372661 0.5617 0.2349 0.0594
C 1.411071 -2.859691 9.401607 0.0316 0.1662 0.2840
C 2.164433 -1.975916 8.613441 -0.7957 -0.3299 0.1715
C 1.536512 -1.271877 7.586760 -0.0035 -0.1915 -0.0766
C 0.175861 -1.481161 7.350729 0.0412 0.0194 0.1701
O -0.483231 -0.958482 6.238954 0.6147 0.2866 -0.6474
C 0.231311 -0.789314 5.054987 0.1208 0.2726 0.3260
C -0.140974 0.277728 4.229302 -0.2886 -0.0724 0.0961
C 0.500186 0.482552 3.004412 0.4840 -0.1169 -0.0093
C 1.610823 -0.285707 2.599783 -1.0704 -0.1677 1.3287
C 2.340387 -0.011295 1.337569 -0.2414 3.6169 -0.0711
C 3.757941 -0.481926 1.331316 0.4622 -0.4976 -1.6233
C 4.336494 -0.655876 0.070167 0.6476 -0.2824 0.1566
C 5.637998 -1.173014 -0.061136 -0.3679 0.3146 1.0716
C 6.416181 -1.427210 1.092097 -0.6669 -0.0560 0.1640
C 5.863831 -1.179572 2.374784 -0.5135 0.4163 -1.8204
C 4.554902 -0.676008 2.468529 0.1945 -0.0907 0.5727
C 1.987978 -1.319781 3.498953 -0.1184 -0.1620 -0.5987
C 1.302381 -1.607739 4.664425 -0.5680 0.0911 0.2880
C -0.611537 -2.207415 8.246514 0.2002 -0.3191 -0.5228
C 0.018722 -2.952496 9.236731 0.5596 0.3287 0.1602
H 1.898549 -3.427321 10.205200 -0.2225 0.2318 -0.4588
H 3.227933 -1.846015 8.781058 -0.1195 -0.0343 0.0308
H 2.124369 -0.616784 6.943692 -0.2397 -0.1671 0.1514
H -0.954335 0.932501 4.576067 0.4120 -0.3334 -0.3056
H 0.178769 1.287760 2.342292 -0.0281 -0.0785 0.3053
H 2.393444 1.090745 1.009335 0.5038 -0.4944 2.1072
H 3.736803 -0.336017 -0.791322 0.4341 -0.4631 0.2311
H 6.011698 -1.393643 -1.045739 0.2802 0.1089 -0.1566
H 7.435978 -1.825700 0.993042 -0.5836 0.1831 0.0556
H 6.428288 -1.370340 3.267898 0.1900 0.0555 0.1901
H 4.160369 -0.438172 3.469374 0.3386 -0.1322 -0.7122
H 2.848210 -1.961012 3.316199 -0.4410 0.1276 -0.3047
H 1.599495 -2.461990 5.283211 -0.0616 0.4611 -0.2885
H -1.689396 -2.248874 8.090299 0.2931 -0.0657 -0.0061
H -0.565736 -3.595321 9.895436 0.1522 0.2149 -0.1757
```
Forces are in eV/Å.

Net charge: +1
HOMO energy: -10.2 eV
Spin multiplicity: 1
Energy: -2151.7007 hartree
Kohn-Sham gap: 6.2340 eV